Entry 1:
Computed, not measured: a molecular structure, C31H24N5O2PtS3, with ωB97M-V with the def2-TZVPD basis set.

XYZ file:
```
66
Properties=species:S:1:pos:R:3:lowdin_charge:R:1
Pt 0.070 0.109 0.283 0.945
C 2.723 -3.373 -0.276 -0.007
O 1.619 -3.638 0.647 0.079
C 0.910 -2.540 0.706 -0.303
N 1.274 -1.542 -0.017 -0.017
C 2.521 -1.895 -0.709 -0.208
C 3.698 -1.027 -0.311 -0.226
C 3.622 -0.073 0.695 -0.054
C 4.739 0.688 1.021 -0.063
C 5.934 0.491 0.351 -0.069
C 6.018 -0.474 -0.646 -0.074
C 4.905 -1.228 -0.975 -0.052
C -0.297 -2.442 1.543 -0.138
C -1.003 -3.456 2.161 0.058
C -2.206 -3.138 2.778 0.011
C -2.694 -1.838 2.712 0.057
C -1.929 -0.882 2.073 -0.137
N -0.729 -1.184 1.577 -0.020
C -2.290 0.505 1.731 -0.303
N -1.575 1.154 0.881 -0.034
C -2.182 2.479 0.660 -0.226
C -3.309 2.475 1.724 -0.006
O -3.347 1.100 2.225 0.076
C -1.255 3.652 0.854 -0.233
C -0.173 3.581 1.723 -0.050
C 0.587 4.712 1.976 -0.072
C 0.279 5.914 1.354 -0.069
C -0.787 5.980 0.469 -0.058
C -1.554 4.851 0.222 -0.028
H 2.657 -4.083 -1.095 0.139
H 3.654 -3.514 0.264 0.139
H 2.362 -1.818 -1.785 0.155
H 2.697 0.093 1.228 0.079
H 4.675 1.432 1.805 0.111
H 6.800 1.093 0.594 0.114
H 6.950 -0.629 -1.173 0.113
H 4.974 -1.978 -1.758 0.128
H -0.624 -4.469 2.134 0.139
H -2.784 -3.908 3.270 0.131
H -3.661 -1.570 3.119 0.139
H -2.590 2.494 -0.352 0.157
H -4.288 2.728 1.331 0.141
H -3.069 3.128 2.559 0.142
H 0.077 2.647 2.211 0.101
H 1.410 4.656 2.679 0.109
H 0.871 6.798 1.555 0.109
H -1.028 6.913 -0.024 0.112
H -2.394 4.905 -0.463 0.122
S 5.955 2.189 -3.278 0.619
C 4.479 2.383 -2.561 -1.080
S 3.181 1.281 -2.891 0.975
C 2.187 2.064 -1.674 -1.059
N 2.762 3.065 -1.131 0.031
N 4.025 3.277 -1.619 -0.114
C 4.687 4.451 -1.112 -0.182
C 5.743 5.067 -1.770 -0.040
C 6.328 6.198 -1.214 -0.070
C 5.866 6.727 -0.021 -0.086
C 4.796 6.118 0.620 -0.082
C 4.206 4.989 0.080 -0.032
S 0.523 1.590 -1.467 0.512
H 6.109 4.693 -2.708 0.051
H 7.155 6.668 -1.731 0.110
H 6.329 7.609 0.403 0.105
H 4.421 6.523 1.553 0.102
H 3.366 4.519 0.565 0.085
```

Multiplicity = 1
HOMO-LUMO gap = 5.2 eV
Net charge = +1
Relative energy (zero: lowest compared OMol25 entry of this formula, charge and spin) = 0.468 eV
HOMO level = -9.71 eV



Entry 2:
Computed, not measured: 2 unconnected molecules or ions with the total composition C3H2N2O3, with ωB97M-V with the def2-TZVPD basis set.

XYZ file:
```
10
Properties=species:S:1:pos:R:3:lowdin_charge:R:1
O -2.681 -1.252 1.359 0.029
C -1.733 -0.517 0.728 -0.001
C -1.131 0.099 -0.224 -0.025
C 0.166 0.659 -0.374 -0.672
O 0.887 0.909 0.623 -0.046
O 0.429 1.267 -1.452 0.130
H -1.245 -0.661 -1.233 0.242
H 1.383 1.773 -1.360 0.246
N 1.429 -0.966 0.652 0.016
N 2.497 -1.312 1.282 0.080
```

Multiplicity = 1
HOMO-LUMO gap = 9.0 eV
SMILES string = O=C=CC(=O)O.N#N
Relative energy (zero: lowest compared OMol25 entry of this formula, charge and spin) = 6.915 eV
HOMO level = -10.25 eV



Entry 3:
Computed, not measured: a single C10H18O3 molecule, with ωB97M-V with the def2-TZVPD basis set.

XYZ file:
```
31
Properties=species:S:1:pos:R:3:lowdin_charge:R:1
C -3.790 0.282 -0.781 -0.116
C -2.903 -0.944 -0.429 -0.335
C -2.045 -0.777 0.693 -0.281
C -1.297 0.551 0.946 -0.209
C -0.381 1.185 -0.199 -0.155
C 0.696 0.107 -0.623 -0.131
C 1.712 0.118 0.487 -0.531
C 2.588 1.420 0.373 -0.007
O 3.905 0.829 -0.250 -0.132
O 3.626 -0.270 -1.192 -0.131
C 3.341 -1.530 -0.457 -0.046
C 2.676 -0.908 0.829 -0.119
O 1.321 -0.768 1.414 0.057
H -4.761 -0.101 -1.361 0.098
H -4.195 0.835 0.266 0.119
H -3.248 1.165 -1.255 0.057
H -3.425 -1.898 -0.527 0.111
H -2.303 -1.213 -1.286 0.095
H -1.259 -1.478 0.753 0.087
H -2.757 -0.967 1.506 0.124
H -0.803 0.473 1.928 0.101
H -2.079 1.395 1.197 0.123
H -1.082 1.662 -1.061 0.133
H 0.089 2.149 0.394 0.145
H 0.136 -0.869 -0.668 0.117
H 1.102 0.148 -1.706 0.147
H 2.863 2.138 1.269 0.167
H 2.150 2.053 -0.397 0.096
H 2.586 -2.175 -1.043 0.151
H 4.226 -2.090 -0.510 0.089
H 3.311 -0.522 1.691 0.173
```

Multiplicity = 1
HOMO-LUMO gap = 10.8 eV
SMILES string = CCCCCC[C@]12COOC[C@@H]1O2
Relative energy (zero: lowest compared OMol25 entry of this formula, charge and spin) = 8.968 eV
HOMO level = -9.86 eV



Entry 4:
Computed, not measured: 14 unconnected molecules or ions with the total composition C6H42N2O13, with ωB97M-V with the def2-TZVPD basis set.

XYZ file:
```
63
Properties=species:S:1:pos:R:3:lowdin_charge:R:1
C 2.835 1.511 0.582 -0.271
C 3.610 2.381 1.522 -0.155
C 2.362 0.111 1.196 -0.167
N 1.509 -0.896 0.463 -0.014
C -0.756 0.005 0.994 -0.071
C 0.136 -1.177 1.111 -0.346
C -0.440 -2.528 0.565 -0.179
N -1.592 -2.550 -0.412 -0.027
H 2.247 2.093 -0.049 0.042
H 3.480 1.102 -0.303 0.121
H 4.324 2.011 2.406 0.108
H 4.238 3.162 0.980 0.080
H 2.912 2.999 2.172 0.076
H 2.033 0.260 2.128 0.058
H 3.417 -0.247 1.239 0.110
H 1.424 -0.746 -0.542 0.065
H -0.667 0.608 0.113 0.055
H -1.851 -0.032 1.323 0.083
H -0.458 0.743 1.747 0.060
H 0.311 -1.403 2.163 0.122
H 0.447 -3.028 -0.003 0.136
H -0.722 -3.203 1.512 0.133
H -1.393 -2.884 -1.394 0.089
H -2.465 -2.929 0.030 0.092
H 1.230 3.297 -3.929 0.085
H 2.386 2.314 -3.888 0.064
O 1.562 2.472 -4.448 -0.124
H -3.023 3.216 -1.247 -0.003
H -2.766 1.731 -0.953 0.020
O -2.585 2.695 -0.646 -0.069
H -3.707 -1.297 0.756 0.031
H -3.652 0.297 0.562 -0.033
O -3.916 -0.504 0.224 -0.027
H -0.804 0.822 5.087 0.141
H -0.908 1.118 3.457 -0.047
O -0.297 0.783 4.115 -0.133
H 3.456 -3.278 2.307 0.012
H 2.220 -2.560 1.623 -0.068
O 2.549 -3.244 2.123 -0.004
H -2.698 2.005 1.647 -0.106
H -3.209 2.715 2.818 0.093
O -2.579 2.038 2.492 0.023
H -0.330 2.395 -0.789 -0.080
H -0.456 3.865 -0.542 0.058
O -0.006 3.179 -1.064 -0.027
H -0.128 -3.179 -3.671 0.085
H 1.085 -2.436 -2.873 0.001
O 0.370 -3.095 -2.837 -0.063
H -3.449 0.042 -1.698 -0.019
H -2.133 0.332 -2.530 0.113
O -3.019 0.717 -2.145 -0.050
H 1.941 -0.563 -3.306 -0.066
H 3.181 -1.491 -3.037 0.128
O 2.307 -1.349 -3.546 -0.037
H 0.696 1.244 -2.655 0.070
H 0.497 0.105 -1.697 0.028
O 1.325 0.695 -2.066 -0.178
H -0.315 -1.580 -2.201 0.040
H -1.410 -1.081 -1.265 0.010
O -0.720 -0.740 -1.853 -0.114
H -3.189 -2.360 3.257 0.109
H -1.744 -2.373 2.509 0.017
O -2.705 -2.311 2.367 -0.080
```

Multiplicity = 1
HOMO-LUMO gap = 8.9 eV
Relative energy (zero: lowest compared OMol25 entry of this formula, charge and spin) = 6.819 eV
HOMO level = -8.73 eV